Entry 1:
Here is C29H33IIrN6OS as an isolated structure from OMol25. Energies are from ωB97M-V with the def2-TZVPD basis set.

Calculated values
E_HOMO (spin up / spin down): -20.09 / -20.09 eV
Charge: +4
Spin multiplicity: 2
LUMO (spin up / spin down): -0.49904 / -0.51869 Ha
Maximum force: 0.0420 hartree/bohr
HOMO-LUMO gap (spin up / spin down): 6.514 / 5.980 eV

Structure (XYZ):
```
72
Properties=species:S:1:pos:R:3:lowdin_spin:R:1
Ir -0.2174 -0.0620 0.1614 0.499
C 2.4281 1.8747 0.2609 0.009
C 2.9563 0.6556 1.0082 0.001
C 2.0830 0.4049 2.1888 -0.001
C 2.6094 0.3957 3.4721 0.001
C 1.7917 0.2062 4.5703 0.000
C 0.4282 0.0479 4.3614 0.000
C -0.0450 0.0572 3.0734 0.000
N 0.7528 0.2129 1.9900 -0.007
N 1.5403 1.4931 -0.8534 0.226
C 0.8460 2.6768 -1.3755 0.011
C -0.1649 3.1361 -0.3856 0.010
C -0.6295 4.4408 -0.3803 0.006
C -1.5887 4.8152 0.5437 -0.004
C -2.0136 3.8779 1.4788 0.004
C -1.5059 2.6004 1.4210 0.005
N -0.6211 2.2140 0.4773 0.112
C 2.2964 0.7945 -1.9046 0.010
C 2.1758 -0.6904 -1.8017 0.010
C 3.0710 -1.4952 -2.4852 0.002
C 2.9219 -2.8697 -2.4609 -0.002
C 1.8519 -3.4058 -1.7569 0.001
C 0.9988 -2.5583 -1.0911 0.001
N 1.1535 -1.2117 -1.0924 0.053
H 3.2599 2.4699 -0.1274 0.006
H 1.8670 2.5203 0.9339 0.000
H 3.9818 0.8321 1.3244 0.000
H 2.9765 -0.2379 0.3847 0.000
H 3.6736 0.5457 3.5971 0.000
H 2.2043 0.2012 5.5719 0.000
H -0.2623 -0.0770 5.1849 0.000
H -1.0973 -0.0487 2.8868 0.000
H 0.3453 2.4440 -2.3115 0.000
H 1.5669 3.4706 -1.5960 0.007
H -0.2276 5.1561 -1.0875 0.001
H -1.9880 5.8220 0.5479 0.000
H -2.7295 4.1337 2.2485 0.001
H -1.8094 1.8636 2.1478 0.001
H 3.3528 1.0703 -1.8578 0.004
H 1.9492 1.1183 -2.8868 0.001
H 3.8825 -1.0359 -3.0368 0.001
H 3.6183 -3.5097 -2.9881 0.000
H 1.6816 -4.4734 -1.7153 0.000
H 0.1525 -2.9457 -0.5531 0.000
S -4.6483 1.0875 -0.0938 0.004
C -4.3927 0.2129 1.3473 0.001
C -3.1044 -0.1833 1.4315 0.002
N -2.3217 0.2067 0.3512 0.028
C -3.0382 0.9069 -0.5151 0.002
H -5.1927 0.0288 2.0504 0.000
H -2.6954 -0.7568 2.2455 0.000
H -2.6324 1.3334 -1.4189 0.000
I -2.8549 -2.9735 -0.8358 0.000
C -2.1511 -1.6255 -2.2661 -0.001
C -2.6996 -1.7980 -3.5343 0.000
C -2.3107 -0.9646 -4.5660 0.000
C -1.3664 0.0186 -4.3062 0.000
C -0.8715 0.1254 -3.0281 -0.001
N -1.2460 -0.6666 -2.0024 -0.004
H -3.4284 -2.5791 -3.7031 0.000
H -2.7333 -1.0864 -5.5556 0.000
H -1.0196 0.6876 -5.0824 0.000
H -0.1274 0.8656 -2.8026 0.000
C -0.1395 -4.1946 1.8614 0.000
C 0.3946 -2.7861 1.8900 0.001
O -0.5404 -1.8651 1.1810 0.001
H 0.5898 -4.8556 2.3317 0.000
H -0.3194 -4.5482 0.8454 0.000
H -1.0720 -4.2807 2.4242 0.000
H 1.3594 -2.6872 1.3977 0.000
H 0.5055 -2.4324 2.9133 0.000
H -1.4603 -2.1202 1.3526 0.000
```

Entry 2:
Here is C29H33IN5O6S2Sn as an isolated structure from OMol25. Energies are from ωB97M-V with the def2-TZVPD basis set.

Calculated values
E_HOMO: -4.23 eV
Charge: -1
LUMO: 0.07223 Ha
Maximum force: 0.0109 hartree/bohr
HOMO-LUMO gap: 6.196 eV

Structure (XYZ):
```
77
Properties=species:S:1:pos:R:3:mulliken_charge:R:1
Sn -0.4909 0.5861 0.9924 1.015
C -4.9749 4.6468 1.1137 -0.671
S -4.0775 4.3868 2.6561 -0.115
C -2.9552 3.0418 2.2952 0.459
S -2.6062 2.5555 0.7039 -0.411
N -2.4682 2.6061 3.4211 -1.278
N -1.6042 1.5523 3.2981 0.632
C -0.9779 1.2777 4.3713 -0.896
C -0.0839 0.1215 4.4524 0.842
C 0.3753 -0.3001 5.6977 -0.917
C 1.1593 -1.4368 5.7770 -0.225
C 1.4673 -2.1168 4.6103 -1.294
C 0.9884 -1.6154 3.4077 -0.253
N 0.2376 -0.5218 3.3244 0.590
H -5.0419 5.7167 0.9239 0.296
H -4.4226 4.1664 0.3075 0.178
H -5.9739 4.2208 1.1860 0.254
H -1.1290 1.8847 5.2628 0.267
H 0.0998 0.2577 6.5830 0.405
H 1.5221 -1.7875 6.7352 0.407
H 2.0676 -3.0160 4.6199 0.458
H 1.2161 -2.0897 2.4593 0.393
O 1.0316 0.7538 -3.8911 -0.637
C 0.3842 0.9626 -2.7250 -0.257
O -0.3091 0.1333 -2.2089 0.525
C 0.6613 2.3070 -2.1255 -0.128
C 1.0095 3.4110 -2.8825 -0.654
C 1.2931 4.5950 -2.2085 -0.504
C 1.2751 4.6010 -0.8268 -0.694
C 0.9302 3.4300 -0.1580 0.378
N 0.5897 2.3236 -0.7989 0.813
C 1.0240 3.3369 1.3627 0.124
O 1.4329 4.3105 1.9739 -0.758
O 0.7037 2.1966 1.8406 -0.639
H 0.9569 -0.2002 -4.0649 0.345
H 1.0586 3.3387 -3.9595 0.536
H 1.5541 5.4884 -2.7612 0.428
H 1.5271 5.4711 -0.2383 0.551
N -2.6366 -1.3912 -3.0625 -0.360
C -3.0460 -0.1908 -2.5805 0.791
O -3.0976 0.0868 -1.4033 -0.587
C -3.4292 0.8745 -3.5928 -1.068
I -4.6480 0.2052 -5.2175 0.025
H -2.0714 -1.9480 -2.4359 0.011
H -2.4183 -1.4744 -4.0409 0.256
H -2.5305 1.2877 -4.0464 0.284
H -3.9775 1.6540 -3.0777 0.417
C -0.1491 -4.7075 0.3748 -1.617
C -0.8467 -3.6129 -0.4462 0.526
C -1.7285 -2.7788 0.4862 -0.881
C 0.2010 -2.8983 -1.2879 0.392
C 0.3287 -3.2618 -2.6202 -0.063
C 1.3958 -2.8320 -3.4036 -1.352
C 2.4092 -2.1145 -2.7786 -1.031
C 2.3270 -1.7151 -1.4504 0.616
C 3.5306 -1.0337 -0.8230 0.282
C 3.9826 -1.7311 0.4627 -1.503
C 3.3320 0.4594 -0.5711 -1.042
C 1.1395 -1.9885 -0.7088 -0.045
O 0.9023 -1.4563 0.4520 0.172
H -0.8560 -5.2108 1.0402 0.440
H 0.6369 -4.2579 0.9856 0.215
H 0.3115 -5.4537 -0.2754 0.373
H -1.5110 -4.1181 -1.1590 0.494
H -1.1684 -2.4714 1.3679 0.041
H -2.5798 -3.3826 0.8149 0.537
H -2.1222 -1.8785 0.0145 0.019
H -0.4142 -3.9291 -3.0520 0.378
H 1.4820 -3.1316 -4.4411 0.376
H 3.3106 -1.8693 -3.3353 0.290
H 4.3450 -1.1359 -1.5499 0.585
H 3.1877 -1.6897 1.2049 0.054
H 4.8677 -1.2373 0.8723 0.460
H 4.2294 -2.7778 0.2714 0.378
H 2.5094 0.6276 0.1221 -0.154
H 3.1187 0.9887 -1.5021 0.160
H 4.2336 0.8985 -0.1344 0.564
```

Entry 3:
Here is C29H33N4O2OsS2Se as an isolated structure from OMol25. Energies are from ωB97M-V with the def2-TZVPD basis set.

Calculated values
E_HOMO (spin up / spin down): -11.65 / -11.63 eV
Charge: +1
Spin multiplicity: 5
LUMO (spin up / spin down): -0.12807 / -0.23289 Ha
Maximum force: 0.0131 hartree/bohr
HOMO-LUMO gap (spin up / spin down): 8.165 / 5.291 eV

Structure (XYZ):
```
72
Properties=species:S:1:pos:R:3:lowdin_spin:R:1
Os -1.1502 1.7719 -0.6167 2.669
S -0.2287 3.7197 -1.4272 0.167
C -0.6215 3.1543 -3.0359 0.016
S -1.2585 1.5316 -2.9220 0.355
C -0.5324 3.8666 -4.1815 0.100
C -0.0595 5.2171 -4.1612 0.008
N 0.3225 6.3003 -4.1451 0.051
C -0.9258 3.2761 -5.4265 0.008
N -1.2607 2.7624 -6.3977 0.044
C -0.5664 -2.4822 -5.9296 0.000
C -1.1586 -2.0365 -4.6228 0.000
C -2.4753 -1.6086 -4.5397 0.002
C -3.0448 -1.2001 -3.3389 0.002
C -4.4691 -0.7105 -3.3249 0.001
C -2.2466 -1.2025 -2.1891 0.003
C -0.9044 -1.6099 -2.2461 0.002
C -0.0048 -1.6292 -1.0340 0.013
C -0.3889 -2.0312 -3.4619 0.007
C -2.8534 -0.7974 -0.8876 0.018
O -3.8333 -1.2731 -0.3989 0.027
O -2.1840 0.1911 -0.2148 0.252
H -1.3358 -2.6162 -6.6873 0.000
H -0.0280 -3.4229 -5.8137 0.000
H 0.1437 -1.7412 -6.3013 0.000
H -3.0858 -1.5955 -5.4350 0.000
H -4.9686 -0.9735 -4.2547 0.000
H -4.4986 0.3792 -3.2335 0.001
H -5.0338 -1.1289 -2.4957 0.000
H -0.4512 -2.1721 -0.1987 0.000
H 0.2191 -0.6172 -0.6707 0.009
H 0.9460 -2.0989 -1.2805 0.001
H 0.6395 -2.3721 -3.5088 0.000
C -2.6025 -2.7157 2.4247 0.000
C -1.9089 -1.3707 2.6016 0.003
C -1.4913 -1.1286 4.0488 0.001
C -0.7142 0.1696 4.2509 0.005
N 0.4503 0.2539 3.3574 0.004
C 0.5475 0.9555 2.2194 0.027
Se -0.7129 2.2850 1.7455 0.155
N 1.6645 0.5994 1.5690 0.004
C 2.2442 1.1998 0.3671 0.016
C 3.4052 2.1501 0.6373 0.002
C 3.0898 3.3592 1.5231 0.002
C 3.1181 3.0813 3.0261 0.000
C 2.3127 -0.3870 2.3100 0.001
C 3.4896 -1.0891 2.0738 0.000
C 3.8540 -2.0152 3.0299 0.000
C 3.0815 -2.2277 4.1830 0.000
C 1.9137 -1.5297 4.4121 0.000
C 1.5426 -0.6062 3.4406 0.001
H -2.8783 -2.8835 1.3840 0.000
H -3.5166 -2.7670 3.0172 0.000
H -1.9513 -3.5345 2.7381 0.000
H -2.5705 -0.5670 2.2682 0.002
H -1.0241 -1.3405 1.9553 0.000
H -0.9088 -1.9794 4.4117 0.000
H -2.3796 -1.0648 4.6813 0.000
H -0.3455 0.2738 5.2710 0.000
H -1.3505 1.0256 4.0385 0.004
H 1.4474 1.7311 -0.1577 0.012
H 2.5624 0.3759 -0.2737 0.000
H 3.7365 2.4918 -0.3458 0.000
H 4.2397 1.5908 1.0699 0.001
H 2.1255 3.7887 1.2336 0.002
H 3.8367 4.1242 1.3068 0.000
H 2.2625 2.5011 3.3737 0.000
H 3.1120 4.0155 3.5865 0.000
H 4.0239 2.5378 3.3028 0.000
H 4.0955 -0.9178 1.1950 0.000
H 4.7592 -2.5895 2.8899 0.000
H 3.4124 -2.9553 4.9109 0.000
H 1.3256 -1.6910 5.3044 0.000
```

E, record by record: -2327.3464; -3158.6532; -4782.6165 Ha